Record 1
11
Properties=species:S:1:pos:R:3:forces:R:3:lowdin_charge:R:1 method="wB97M-V/def2-TZVPD" charge=+1 gap_ev=11.1852
C 0.44088 0.32270 0.57727 1.20 0.83 3.17 -0.2153
C -1.30184 -0.43545 -0.73129 -3.24 4.07 0.39 -0.0563
N 1.67826 0.46823 0.97411 2.46 -0.93 -0.58 0.1756
N 0.11595 -0.26714 -0.48391 -2.45 -1.41 -4.59 0.0059
H -0.40390 0.55248 1.22181 0.28 0.55 0.11 0.1648
H -1.79200 -1.17064 -0.16739 -0.24 -0.97 1.21 0.0528
H -1.52707 -0.66088 -1.74434 0.19 0.13 -0.93 0.0598
H -2.18245 0.81634 -0.44853 2.94 -3.62 -0.85 0.2438
H 2.04012 0.97320 1.82904 -0.93 -0.98 -1.53 0.1763
H 2.34411 -0.13622 0.37249 -0.84 1.88 1.74 0.1852
H 0.58794 -0.46260 -1.39925 0.63 0.46 1.86 0.2075

Record 2
11
Properties=species:S:1:pos:R:3:forces:R:3:lowdin_charge:R:1 method="wB97M-V/def2-TZVPD" charge=+1 gap_ev=9.4702
N 0.54322 -0.15486 -1.92711 -0.44 -0.48 0.16 0.1111
C 0.45357 0.28367 -0.66863 -0.96 0.16 0.97 -0.1714
C -0.34855 -0.30104 0.26443 1.30 0.00 -2.35 -0.1322
N -0.51450 0.19250 1.60700 0.40 -0.32 1.08 0.1741
H 0.01604 -0.95556 -2.24707 0.18 0.12 0.09 0.1244
H 1.26947 0.17134 -2.51107 0.53 0.32 -0.57 0.1047
H 0.98499 1.20799 -0.47565 0.20 -0.03 0.15 0.1371
H -0.76983 -1.24486 -0.04557 -0.53 -0.03 0.83 0.1194
H -0.84384 -0.58707 2.16931 -0.73 -0.05 0.16 0.1727
H 0.35209 0.39574 2.12018 0.19 0.41 -0.52 0.1816
H -1.14264 0.99216 1.71418 -0.14 -0.09 0.01 0.1786

How do the records compare in calculated total energy? In the order shown, they have -189.5870 -189.6371 Eh.
How do the records compare in energy relative to the best compared isomer or geometry (same formula, charge and spin)? In the order shown, they have 58.6 27.1 kcal/mol.